Model P:
Molecular formula: C6H24FeN12O6
Method: DFT, ωB97M-V/def2-TZVPD

Its expectation value of S² is 20.01. The spin multiplicity is 9. Its total charge is +2.

Structure (XYZ):
```
49
Properties=species:S:1:pos:R:3:mulliken_spin:R:1
Fe -19.98 -5.78 9.59 3.785
O -18.39 -6.64 8.66 0.065
O -21.75 -5.61 10.58 -1.169
O -19.14 -4.10 10.45 0.035
O -20.39 -4.37 8.03 -0.238
O -20.87 -7.22 8.42 -2.576
O -19.43 -6.87 11.43 -0.179
N -23.54 -5.97 11.94 -0.128
N -16.80 -8.16 8.84 -0.091
N -16.39 -6.23 9.62 -0.020
N -18.16 -2.50 11.63 -0.033
N -23.89 -5.82 9.89 -0.256
N -22.16 -8.87 7.52 1.296
N -19.21 -3.21 6.46 -0.007
N -20.27 -8.34 6.64 0.065
N -20.05 -5.20 6.09 -0.068
N -17.52 -7.23 12.48 -0.032
N -20.33 -2.75 11.73 -0.010
N -19.24 -8.07 13.28 -0.018
C -19.19 -3.21 11.31 0.273
C -22.96 -5.81 10.76 1.931
C -19.86 -4.26 6.96 0.362
C -17.25 -6.93 8.92 0.541
C -18.79 -7.37 12.35 0.235
C -21.04 -8.15 7.64 4.824
H -23.55 -5.75 8.94 -0.052
H -18.66 -8.38 14.04 -0.004
H -20.43 -9.15 6.06 -0.009
H -17.04 -7.66 13.27 0.007
H -17.06 -6.66 11.80 -0.057
H -15.43 -6.56 9.61 -0.028
H -22.95 -6.13 12.75 -0.014
H -19.98 -4.94 5.12 -0.012
H -24.47 -6.36 11.92 0.036
H -15.91 -8.43 9.23 0.009
H -17.23 -2.87 11.73 -0.005
H -19.03 -3.28 5.47 0.009
H -20.42 -1.98 12.38 0.003
H -21.15 -3.10 11.25 -0.014
H -24.83 -6.09 10.15 -0.033
H -18.93 -2.42 7.02 -0.002
H -20.22 -8.21 13.11 -0.030
H -22.12 -9.73 6.99 -0.100
H -20.57 -6.06 6.24 0.033
H -16.60 -5.26 9.83 -0.026
H -23.00 -8.63 8.03 -0.247
H -17.25 -8.75 8.16 -0.034
H -19.40 -7.82 6.64 -0.029
H -18.49 -1.82 12.30 0.008
```

---

Model Q:
Molecular formula: C6H24FeN12O6
Method: DFT, ωB97M-V/def2-TZVPD

Its expectation value of S² is 20.01. The spin multiplicity is 9. Its total charge is +2.

Structure (XYZ):
```
49
Properties=species:S:1:pos:R:3:mulliken_spin:R:1
Fe 0.37 0.09 0.25 5.649
O -0.71 -1.49 0.79 -0.187
O 0.22 0.87 2.06 -0.457
O 1.99 -0.99 0.87 -0.076
O -1.37 1.03 -0.25 -1.400
O 0.40 -0.61 -1.65 -0.526
O 1.32 1.74 -0.41 -0.639
N -1.74 -2.93 -0.65 -0.028
N -0.87 1.82 3.98 0.364
N -3.36 1.52 -1.19 -0.274
N -3.22 1.27 1.09 -0.354
N 2.84 -1.90 2.75 0.011
N 3.05 -3.00 0.76 0.014
N -0.69 3.10 2.07 0.841
N 1.66 -1.97 -2.97 0.003
N 3.18 2.17 -1.65 -0.030
N -2.61 -2.49 1.43 -0.009
N 1.12 2.89 -2.35 -0.125
N -0.19 -0.91 -3.81 0.056
C -0.26 1.90 2.72 1.691
C -1.66 -2.27 0.51 0.196
C 2.62 -1.91 1.42 0.174
C -2.58 1.30 -0.11 2.486
C 0.65 -1.09 -2.77 0.559
C 1.86 2.26 -1.41 1.012
H 3.75 -3.59 1.18 -0.004
H 3.29 -2.69 3.17 -0.002
H -0.94 0.93 4.45 -0.043
H -0.20 -1.58 -4.56 -0.006
H -4.35 1.68 -1.13 0.004
H -2.66 1.16 1.91 -0.088
H -2.60 -3.40 -0.90 -0.015
H 0.20 3.23 -2.14 -0.145
H -0.40 3.37 1.11 0.025
H -1.00 -0.33 -3.71 -0.053
H -3.27 -3.23 1.24 -0.009
H 1.52 3.08 -3.26 -0.074
H -0.89 2.63 4.58 -0.042
H -0.96 3.84 2.72 -0.175
H -4.12 1.74 1.08 -0.027
H 3.52 2.75 -2.40 0.007
H 2.41 -1.19 3.32 -0.012
H -2.85 1.79 -2.02 -0.158
H 2.10 -2.23 -2.10 -0.067
H -0.98 -2.89 -1.30 -0.035
H 2.17 -2.16 -3.81 -0.001
H 3.79 1.72 -1.00 -0.019
H -2.56 -2.04 2.33 -0.003
H 3.03 -2.99 -0.24 -0.007
```

---

model Q is preferred energetically. Next in line: 416.3 kJ/mol higher.

---

Model P:
Molecular formula: C4H7BrNS
Method: DFT, ωB97M-V/def2-TZVPD

Its total charge is +1.

Structure (XYZ):
```
14
Properties=species:S:1:pos:R:3:mulliken_charge:R:1
Br 2.29 -1.23 1.20 -0.002
S -0.69 -0.80 -2.07 0.063
N -0.11 0.16 0.61 -0.246
C 0.78 -1.21 -1.18 0.039
C -1.67 -0.49 -0.64 -0.281
C 0.31 1.55 0.70 -0.814
C 0.89 -0.76 0.04 -0.283
H -1.67 -1.33 0.08 0.340
H -0.45 2.32 0.55 0.344
H 1.46 -1.78 -1.79 0.416
H -2.52 0.17 -0.85 0.382
H 0.61 1.82 1.76 0.323
H 1.23 1.70 0.03 0.307
H -0.47 -0.13 1.57 0.413
```

---

Model Q:
Molecular formula: C4H7BrNS
Method: DFT, ωB97M-V/def2-TZVPD

Its total charge is +1.

Structure (XYZ):
```
14
Properties=species:S:1:pos:R:3:mulliken_charge:R:1
Br 1.01 -2.74 1.19 -0.238
S -0.96 -1.02 -2.06 -0.016
N -0.32 1.41 0.95 -0.418
C -0.27 0.67 -0.16 0.664
C 0.56 -0.34 -2.05 -0.216
C -1.41 -0.22 -0.50 -0.621
C 0.80 0.53 -1.03 -0.682
H 1.74 1.03 -0.85 0.355
H 1.25 -3.83 2.16 0.262
H -1.54 -0.92 0.28 0.467
H -1.13 1.19 1.63 0.283
H -2.44 0.30 -0.68 0.427
H 0.47 2.03 1.33 0.278
H 1.27 -0.38 -2.80 0.455
```

---

model Q is preferred energetically. Next in line: 247.4 kJ/mol higher.

---

Model P:
Molecular formula: C20H16BrN3O6S2Ti
Method: DFT, ωB97M-V/def2-TZVPD

Its expectation value of S² is 2.01. The spin multiplicity is 3. Its total charge is -2.

Structure (XYZ):
```
49
Properties=species:S:1:pos:R:3:mulliken_spin:R:1
Br 0.16 3.29 0.03 0.005
Ti -0.38 0.03 0.64 1.032
S -0.92 0.76 -2.78 0.154
S -0.53 1.63 3.60 0.000
O -1.02 2.88 3.04 0.003
O 0.15 1.73 4.88 0.000
O -3.41 -2.24 0.05 -0.022
O -1.50 -1.40 1.32 -0.019
O 1.59 -0.19 0.57 0.007
O 3.51 -0.48 1.70 0.000
N 0.28 0.79 2.56 -0.004
N -1.59 -0.84 -0.80 0.076
N -1.96 1.59 0.34 0.010
C 1.59 0.26 2.93 -0.005
C -3.94 3.42 -0.31 -0.009
C -4.37 -0.74 4.35 0.000
C -5.64 -1.52 4.54 0.001
C -3.54 -0.21 0.62 0.007
C -3.14 -1.39 4.27 0.002
C 2.33 -0.17 1.65 0.008
C -4.27 2.11 -0.04 0.069
C -3.26 1.21 0.27 -0.036
C -2.61 3.81 -0.28 0.028
C -2.41 -1.20 0.30 0.039
C -4.40 -1.18 -0.23 -0.060
C -2.07 -0.22 -1.92 0.276
C -3.25 1.37 3.97 -0.003
C -4.41 0.64 4.20 -0.002
C -1.68 2.85 0.04 -0.009
C -3.42 -0.31 -2.36 -0.043
C -4.51 -0.81 -1.66 0.450
C -1.97 -0.67 4.04 0.009
C -2.03 0.70 3.90 -0.004
H -5.44 -2.59 4.64 0.000
H -1.03 -1.19 3.92 0.002
H -4.71 4.15 -0.57 0.000
H -5.37 -1.46 0.19 -0.009
H -6.18 -1.19 5.43 0.000
H -2.29 4.82 -0.51 0.009
H 2.22 0.99 3.45 0.001
H -3.59 0.09 -3.35 -0.009
H -3.79 -0.31 1.67 -0.017
H -3.10 -2.47 4.33 0.000
H 1.53 -0.62 3.57 -0.004
H -6.31 -1.40 3.68 0.000
H -5.48 -0.88 -2.14 0.053
H -3.27 2.44 3.82 0.000
H -5.37 1.15 4.23 0.000
H -5.29 1.75 -0.09 0.018
```

---

Model Q:
Molecular formula: C20H16BrN3O6S2Ti
Method: DFT, ωB97M-V/def2-TZVPD

Its expectation value of S² is 2.02. The spin multiplicity is 3. Its total charge is -2.

Structure (XYZ):
```
49
Properties=species:S:1:pos:R:3:mulliken_spin:R:1
Br 0.28 -2.57 -0.93 0.006
Ti 0.93 0.76 0.83 0.805
S -0.21 0.61 -1.65 0.005
S -1.00 -0.08 2.86 -0.002
O 0.41 2.62 0.68 -0.008
O -1.73 0.69 3.85 -0.002
O 2.16 1.20 2.06 0.011
O -1.29 4.06 0.75 0.009
O 3.87 0.49 3.31 0.112
O 0.31 -0.55 3.26 0.008
N 2.14 0.96 -0.66 -0.018
N 1.70 -1.15 0.98 0.171
N -0.94 0.56 1.41 0.014
C 3.43 -2.17 2.39 -0.083
C -1.88 -1.65 2.62 -0.005
C -3.09 -5.70 1.87 0.000
C -2.75 -4.26 2.16 0.004
C -2.17 -2.07 1.33 -0.004
C 3.47 1.21 -0.70 0.093
C 1.56 -2.37 0.48 0.010
C 3.23 -3.41 1.83 0.226
C 2.24 -3.51 0.81 0.115
C 3.47 1.32 -3.10 0.067
C 1.45 0.90 -1.85 0.078
C 2.95 0.27 2.51 0.026
C -2.53 -3.80 3.46 -0.002
C 2.10 1.05 -3.07 -0.037
C -2.08 -2.51 3.69 -0.002
C 2.71 -1.05 1.96 0.355
C 4.15 1.41 -1.88 -0.037
C -0.81 2.93 0.85 0.006
C -1.74 1.73 1.18 -0.001
C -2.60 -3.36 1.10 0.005
H -1.86 -2.17 4.68 -0.001
H -2.77 -3.68 0.09 0.000
H -2.03 -1.37 0.52 0.005
H -2.42 1.58 0.33 0.000
H 3.96 1.25 0.26 0.000
H -2.33 1.97 2.08 -0.001
H 5.21 1.65 -1.85 -0.002
H -2.67 -4.48 4.29 0.000
H 1.53 0.93 -3.98 -0.002
H -4.00 -5.78 1.28 0.000
H 3.99 1.47 -4.04 0.011
H -2.28 -6.15 1.30 0.000
H -3.22 -6.26 2.79 0.000
H 3.77 -4.29 2.14 0.041
H 4.16 -2.00 3.17 0.005
H 2.02 -4.44 0.32 0.018
```

---

model Q is preferred energetically. Next in line: 131.4 kJ/mol higher.

---

Model P:
Molecular formula: CH6NO
Method: DFT, ωB97M-V/def2-TZVPD

Its total charge is +1.

Structure (XYZ):
```
9
Properties=species:S:1:pos:R:3:mulliken_charge:R:1
O -1.01 0.24 1.50 -0.702
N 0.10 0.03 -0.98 -0.075
C 1.29 -0.30 -0.69 -0.054
H 2.01 -0.68 -1.40 0.289
H -1.55 1.03 1.44 0.352
H -0.46 0.41 -0.21 0.295
H -1.60 -0.39 1.87 0.342
H -0.36 -0.07 -1.89 0.290
H 1.58 -0.27 0.35 0.264
```

---

Model Q:
Molecular formula: CH6NO
Method: DFT, ωB97M-V/def2-TZVPD

Its total charge is +1.

Structure (XYZ):
```
9
Properties=species:S:1:pos:R:3:mulliken_charge:R:1
O -1.56 0.71 1.22 -0.670
N 1.51 -0.12 -0.57 -0.143
C 0.28 -0.30 -0.85 -0.054
H -1.32 0.19 1.99 0.343
H -0.01 -1.23 -1.31 0.296
H 1.85 0.72 -0.11 0.305
H -2.46 0.44 1.02 0.344
H 2.18 -0.86 -0.72 0.290
H -0.47 0.45 -0.67 0.288
```

---

model P is preferred energetically. Next in line: 15.3 kJ/mol higher.

---

Model P:
Molecular formula: C14H18ClNO4S
Method: DFT, ωB97M-V/def2-TZVPD

The SMILES is CCS(=O)(=O)N1CCC(C(=O)Oc2ccccc2Cl)CC1. Its total charge is 0.

Structure (XYZ):
```
39
Properties=species:S:1:pos:R:3:mulliken_charge:R:1
Cl 0.58 -0.11 3.35 -0.195
S -0.39 2.91 -2.52 1.191
O -0.18 2.91 -3.94 -0.701
O 1.05 -1.71 0.99 -0.257
O 0.14 3.98 -1.74 -0.673
O -0.34 -2.15 -0.72 -0.580
N 0.28 1.51 -1.94 0.043
C -0.18 -3.67 1.73 -0.310
C 0.64 1.38 -0.56 -0.491
C -2.51 2.89 -0.78 -1.027
C -2.19 2.81 -2.25 -0.563
C 1.20 -0.65 -2.55 -1.233
C -0.01 0.28 -2.62 -0.645
C 1.66 -0.83 -1.10 0.155
C 0.28 -2.38 1.92 0.309
C -0.71 -2.36 4.12 -0.436
C -0.91 -4.30 2.73 -0.708
C 0.01 -1.72 3.12 0.419
C 1.91 0.54 -0.45 -1.299
C -1.17 -3.65 3.92 -0.421
C 0.66 -1.64 -0.30 0.300
H 2.19 0.42 0.60 0.494
H -0.91 -1.84 5.04 0.426
H -3.58 3.07 -0.62 0.386
H 0.03 -4.17 0.80 0.399
H 2.60 -1.41 -1.08 0.468
H -0.88 -0.23 -2.17 0.358
H 2.72 1.04 -0.98 0.438
H -2.24 1.97 -0.27 0.193
H 0.81 2.39 -0.18 0.586
H -1.26 -5.31 2.57 0.372
H -1.73 -4.14 4.69 0.377
H -0.24 0.53 -3.66 0.539
H -2.52 1.89 -2.72 0.350
H -0.17 0.91 0.02 0.153
H 2.02 -0.22 -3.13 0.459
H -1.95 3.72 -0.34 0.311
H -2.59 3.66 -2.81 0.450
H 0.93 -1.62 -2.98 0.366
```

---

Model Q:
Molecular formula: C14H18ClNO4S
Method: DFT, ωB97M-V/def2-TZVPD

The SMILES is CCS(=O)(=O)N1CCC(C(=O)Oc2ccc(Cl)cc2)CC1. Its total charge is 0.

Structure (XYZ):
```
39
Properties=species:S:1:pos:R:3:mulliken_charge:R:1
Cl 0.00 2.68 -6.59 -0.233
S -0.82 -1.70 4.00 0.956
O 1.37 0.10 -1.39 -0.309
O 0.03 -1.24 4.94 -0.531
O 0.24 1.78 0.04 -0.643
O -0.14 -3.10 3.40 -0.769
N -1.10 -0.75 2.61 0.251
C 0.86 0.55 -0.15 0.301
C 1.13 0.85 -2.43 0.578
C -3.13 -1.01 4.81 -0.946
C 0.62 1.82 -5.06 0.373
C -2.58 -2.27 4.46 -0.297
C 1.11 2.05 -2.83 0.198
C 1.37 -0.13 1.07 0.311
C -0.37 0.50 2.70 -1.510
C -1.02 -1.45 1.27 -1.855
C 0.76 2.81 -3.94 -1.023
C 1.20 0.31 2.41 -2.386
C 0.40 -1.73 0.85 -0.767
C 0.38 0.47 -4.80 -0.563
C 0.84 -0.03 -3.64 -0.651
H -4.35 -0.99 5.15 0.299
H -0.32 0.79 3.78 0.364
H -1.44 -0.78 0.61 0.777
H -1.51 -2.25 1.32 0.699
H 1.55 -0.32 2.97 1.098
H 1.55 1.15 2.26 0.748
H 1.20 2.69 -1.87 0.096
H 0.64 -2.06 -0.11 0.757
H 0.29 -0.13 -5.65 0.364
H 1.10 -2.38 1.48 0.387
H -0.89 1.00 2.06 1.060
H -2.65 -3.08 5.21 0.379
H 0.83 -0.98 -3.40 0.578
H -3.03 -2.61 3.49 0.225
H 0.95 3.68 -4.13 0.620
H -2.43 -0.72 5.55 0.348
H -3.20 -0.24 3.92 0.211
H 2.46 -0.44 0.80 0.505
```

---

model P is preferred energetically. Next in line: 1284.6 kJ/mol higher.

---

Model P:
Molecular formula: C2H2ClNS2
Method: DFT, ωB97M-V/def2-TZVPD

Its total charge is 0.

Structure (XYZ):
```
8
Properties=species:S:1:pos:R:3:mulliken_charge:R:1
Cl -0.19 -0.59 2.79 -0.695
S -1.35 -0.85 -0.05 0.318
S -0.59 1.63 -0.75 0.215
N -1.79 0.61 -0.47 -0.151
C 0.76 0.53 -0.55 -0.059
C 0.34 -0.77 -0.31 -0.389
H 1.06 -1.47 -0.11 0.387
H 1.76 0.91 -0.55 0.375
```

---

Model Q:
Molecular formula: C2H2ClNS2
Method: DFT, ωB97M-V/def2-TZVPD

The SMILES is S=NSCl.C#C. Its total charge is 0.

Structure (XYZ):
```
8
Properties=species:S:1:pos:R:3:mulliken_charge:R:1
Cl 1.62 -1.94 -0.67 -0.206
S 1.55 -0.42 0.84 0.224
S 0.96 2.13 -0.52 -0.051
N 1.34 1.05 0.53 0.008
C -1.20 -0.63 0.35 -0.537
C -1.50 0.22 -0.43 -0.372
H -1.70 0.98 -1.13 0.445
H -1.06 -1.41 1.04 0.489
```

---

model P is preferred energetically. Next in line: 157.5 kJ/mol higher.